No. 1
# C17H39Cl9N4O4

A 7-piece molecular cluster, C17H39Cl9N4O4 overall (the ωB97M-V functional and the def2-TZVPD basis, the Open Molecules 2025 dataset).

Geometry as XYZ:
```
73
Properties=species:S:1:pos:R:3:forces:R:3
C 2.265401 -3.617869 -1.140410 0.092 -1.974 -0.628
Cl 0.754011 -3.790519 -0.249750 0.532 -0.533 -0.189
Cl 2.587081 -2.038139 -1.657080 0.166 1.316 -0.461
Cl 2.181031 -4.784369 -2.592180 0.115 0.721 0.830
H 3.130421 -3.962599 -0.573840 -0.493 -0.129 0.171
C -1.466969 3.075271 -5.924290 -0.265 0.485 1.112
Cl -1.829519 2.625581 -4.264330 -0.133 0.184 0.885
Cl -2.859749 2.708471 -6.870410 -0.847 0.220 -0.912
Cl -0.126309 2.158961 -6.423160 1.551 -0.687 -0.796
H -1.211999 4.135011 -5.917800 -0.269 -0.175 -0.290
C -4.080899 -4.558079 -1.245540 0.382 -1.078 -1.505
Cl -2.534749 -5.430689 -1.249820 1.048 -1.161 -0.118
Cl -4.007729 -3.402579 -2.570590 -0.207 1.540 -1.596
Cl -4.199839 -3.769089 0.361550 -0.829 1.118 2.548
H -4.866249 -5.237259 -1.577270 -0.321 -0.336 0.684
C -2.603979 -0.122379 0.004280 -0.578 -0.456 -0.502
C -1.598149 -0.853759 -0.897070 -0.014 0.733 0.208
C -1.235549 0.025801 -2.149640 -0.190 -1.507 -0.138
O -0.454379 -0.642309 -3.186940 -1.311 0.179 -0.048
C -1.282799 -1.330939 -4.178000 0.214 0.117 0.910
N -0.395659 -1.053659 -0.126670 1.615 0.536 0.021
H -3.432319 0.246391 -0.600670 -0.152 0.180 0.031
H -2.177779 0.685801 0.598660 0.300 0.071 -0.334
H -3.051749 -0.812999 0.718880 0.064 -0.187 0.005
H -1.954789 -1.850369 -1.157210 -0.686 0.227 -0.649
H -0.649109 0.882091 -1.816530 0.117 0.010 0.106
H -2.159289 0.388241 -2.600700 -0.133 0.041 0.029
H -1.553619 -2.329249 -3.834300 0.303 -0.162 0.018
H -0.765779 -1.371599 -5.136710 0.328 -0.009 0.255
H -2.245579 -0.854079 -4.361790 0.005 0.548 0.189
H -0.384439 -1.879499 0.454670 -0.807 0.207 0.157
H 0.308941 -1.305659 -0.804990 0.397 0.185 -0.094
C -0.892309 3.025671 5.110830 0.918 0.144 -0.085
C -1.290639 3.033071 3.591530 0.297 0.029 1.481
C -0.558549 1.999391 2.703210 -0.841 -0.338 -0.021
O 0.822891 2.065581 2.736320 2.036 0.810 0.869
C 1.578671 1.104851 1.990080 -0.309 0.578 0.150
N -2.753419 2.858761 3.553650 -0.226 -0.519 -0.373
H -1.394599 3.789081 5.704980 -0.310 0.192 -0.341
H 0.168251 3.200011 5.292240 0.257 0.440 -0.616
H -0.986349 2.118121 5.707150 -0.791 -0.542 -0.708
H -1.046909 3.997641 3.146220 0.431 0.331 0.285
H -0.859499 2.289091 1.696430 -0.503 -0.666 -0.421
H -0.821359 0.983211 2.997190 -0.734 -0.155 -0.320
H 2.646021 1.293861 2.104720 -0.074 0.534 0.311
H 1.369441 1.210791 0.925610 -0.302 -0.474 -0.064
H 1.451451 0.089151 2.364600 -0.566 -0.141 -0.271
H -3.250779 3.654381 3.927450 0.391 0.200 0.571
H -3.147489 2.822831 2.624390 0.382 -0.419 -0.487
C 2.947041 -2.988359 3.393240 1.537 -3.835 -0.944
O 3.934881 -3.763349 3.225240 -1.896 2.780 0.490
N 1.676021 -3.486319 3.356470 2.526 1.701 -0.315
C 0.638651 -2.524979 3.581540 -1.578 -1.207 -0.272
C 1.407771 -4.824309 2.953230 -1.222 -2.299 1.459
H 2.961411 -1.898629 3.549680 0.459 -0.203 0.143
H 0.977221 -1.614409 4.075840 0.088 -0.188 -0.207
H -0.092309 -3.041129 4.203940 -0.282 0.400 0.290
H 0.128271 -2.344969 2.635380 -0.120 0.582 0.020
H 0.796011 -5.041449 2.077610 0.287 0.828 -0.273
H 2.191441 -5.579519 3.013410 0.992 1.078 -0.611
H 0.838901 -5.300739 3.751680 -0.825 0.275 0.355
C 2.431971 1.935871 -2.089310 1.776 -0.023 -1.840
O 3.307471 1.122751 -2.407230 -1.108 0.371 1.061
N 2.690461 3.269181 -2.148640 -2.125 -0.197 -0.097
C 1.643371 4.205121 -1.931350 -0.608 0.460 0.753
C 4.014561 3.795871 -2.232190 0.159 -1.679 -0.204
H 1.371941 1.703401 -1.903630 0.200 -0.207 0.161
H 0.664151 3.726381 -1.938430 0.047 -0.052 -0.094
H 1.645651 5.010661 -2.665640 0.014 -0.050 -0.154
H 1.788421 4.642911 -0.943730 -0.256 0.397 0.156
H 4.413131 3.440401 -3.182390 0.523 0.349 -0.005
H 4.028561 4.882491 -2.147600 0.074 -0.299 0.228
H 4.462251 3.203681 -1.434070 1.286 0.794 0.043
```
Forces are in eV/Å.

Output
Total charge = -1
HOMO level (spin up / spin down) = 0.21 / -6.57 eV
Spin multiplicity = 2

Results of the Löwdin charge analysis, in e, for atoms 1 through 5: number 1, C, carries -1.4731; number 2, Cl, carries 0.6286; number 3, Cl, carries 0.6494; number 4, Cl, carries 0.4350; number 5, H, carries 0.0183



No. 2
# C29H32N6O3PtSi

C29H32N6O3PtSi as an isolated structure (the ωB97M-V functional and the def2-TZVPD basis, the Open Molecules 2025 dataset).

Geometry as XYZ:
```
72
Properties=species:S:1:pos:R:3:forces:R:3
Pt -0.641877 0.553284 0.499915 0.070 -0.017 -0.054
C 0.839318 -1.030673 3.040101 0.044 0.018 0.029
Si 1.978142 0.089055 2.062958 0.001 -0.014 0.008
C 3.702838 -0.639066 2.025849 -0.012 0.000 -0.019
C 2.045140 1.771422 2.890739 0.006 -0.007 -0.011
N 1.319972 0.184679 0.449441 -0.018 0.013 0.007
C 2.085516 0.322943 -0.702946 0.026 -0.017 0.014
C 3.087568 1.291102 -0.834334 -0.013 -0.019 -0.009
C 3.830795 1.416840 -1.998633 0.011 0.011 0.009
C 3.581456 0.589103 -3.084295 0.012 -0.004 -0.016
C 2.597389 -0.385583 -2.980212 -0.016 -0.013 0.025
C 1.876403 -0.520967 -1.807964 -0.015 0.017 0.012
O 0.886591 -1.483421 -1.748500 0.014 0.009 0.026
C 1.085320 -2.521514 -0.858892 0.009 -0.051 -0.047
C -0.044832 -3.092648 -0.292744 -0.018 0.019 -0.028
C 0.097522 -4.177442 0.556309 0.029 0.007 0.033
C 1.356973 -4.689501 0.847084 -0.005 0.002 -0.006
C 2.476544 -4.106414 0.273394 0.005 0.008 0.006
C 2.349336 -3.022324 -0.585976 0.020 0.027 0.016
H 1.228843 -1.182241 4.051132 -0.017 -0.003 -0.001
H 0.758391 -2.003870 2.551283 -0.002 -0.020 -0.017
H -0.170783 -0.619071 3.136399 0.001 0.010 -0.014
H 4.134690 -0.633323 3.029763 -0.003 -0.007 0.001
H 4.369486 -0.073101 1.371968 0.002 -0.003 0.006
H 3.676592 -1.671099 1.671691 0.004 -0.012 -0.007
H 2.324691 1.681547 3.943898 -0.002 -0.005 0.000
H 1.069432 2.260021 2.835593 -0.003 0.001 0.004
H 2.771557 2.429791 2.408522 -0.007 0.002 -0.012
H 3.251128 1.969825 -0.006502 0.001 0.013 0.012
H 4.602716 2.174697 -2.059033 -0.001 -0.001 -0.004
H 4.157943 0.685401 -3.995399 -0.002 -0.001 -0.001
H 2.383934 -1.065803 -3.795539 0.004 0.000 -0.003
H -1.011915 -2.645655 -0.483796 0.033 -0.026 0.007
H -0.781835 -4.613641 1.014223 -0.006 0.003 -0.009
H 1.463031 -5.531648 1.518086 0.003 -0.001 -0.001
H 3.463398 -4.495746 0.491033 -0.001 0.000 0.004
H 3.223275 -2.564276 -1.032481 -0.014 -0.007 0.008
O -2.321608 -0.941396 0.190531 -0.099 0.036 0.092
C -3.272437 -1.134107 1.069220 -0.002 0.089 0.035
C -3.755185 -2.439066 1.305168 0.000 0.018 -0.010
C -4.751551 -2.687288 2.222926 -0.004 0.036 0.011
C -5.320491 -1.647135 2.960382 0.006 -0.030 -0.007
C -4.874445 -0.360928 2.741981 0.010 0.003 -0.010
C -3.874450 -0.082030 1.805435 0.025 -0.024 -0.059
C -3.472522 1.296770 1.554098 -0.041 -0.078 0.043
N -2.318074 1.715619 1.068268 0.028 -0.039 -0.025
C -2.358614 3.089746 0.991944 -0.045 0.021 -0.042
C -3.567762 3.514538 1.433892 0.015 -0.031 0.050
N -4.257736 2.374354 1.791314 0.017 0.039 -0.040
H -3.307425 -3.245368 0.737208 0.001 0.000 0.001
H -5.087992 -3.704906 2.380003 -0.003 0.001 0.003
H -6.086851 -1.844617 3.696939 0.000 -0.003 -0.002
H -5.294301 0.447757 3.331342 0.005 0.005 -0.004
H -1.514565 3.641693 0.613288 -0.005 0.002 -0.002
H -3.993422 4.496844 1.526082 0.004 -0.001 0.009
H -5.208624 2.330111 2.109910 -0.009 -0.010 -0.002
C 1.531885 3.863492 -3.201380 -0.001 0.022 0.004
N 0.614963 2.742875 -3.055324 0.019 -0.055 -0.060
C 0.238813 1.981649 -4.108644 -0.003 0.048 0.052
C -0.632018 0.964080 -3.971942 -0.010 -0.031 0.016
C -1.095493 0.671902 -2.649439 -0.033 -0.041 0.015
N -0.676025 1.386612 -1.607860 0.018 0.064 0.027
C 0.119790 2.492725 -1.770029 -0.018 0.042 0.031
O 0.412386 3.249595 -0.862090 -0.014 -0.023 -0.008
N -1.963018 -0.314525 -2.441236 0.018 0.001 -0.092
H 1.937376 3.850493 -4.210536 -0.002 0.000 0.001
H 2.338311 3.764549 -2.479459 0.004 -0.001 -0.004
H 1.015298 4.804699 -3.018229 -0.003 -0.004 0.000
H 0.671047 2.249022 -5.063283 0.004 -0.001 -0.001
H -0.941294 0.369169 -4.816796 0.003 0.000 0.000
H -2.147069 -0.954331 -3.193061 -0.007 0.012 0.003
H -2.211586 -0.593279 -1.482756 -0.014 0.000 0.005
```
Forces are in eV/Å.

Output
HOMO level (spin up / spin down) = -7.09 / -7.32 eV
Spin multiplicity = 3

Results of the Löwdin charge analysis, in e, for atoms 1 through 5: number 1, Pt, carries 1.2279; number 2, C, carries -0.1742; number 3, Si, carries 0.3576; number 4, C, carries -0.1544; number 5, C, carries -0.1771



Record order is preserved below.
Maximum force: 4.2 0.1 eV/Å